[1]
Computed, not measured: a 2-piece molecular cluster, C3H11N2O2 overall, with wB97M-V/def2-TZVPD.

Output
- strongest force on any atom (eV/Å) = 0.5
- energy above the lowest of the compared OMol25 structures with the same formula, charge and spin (kcal/mol) = 22.1
- LUMO (eV) = 3.21
- net charge = -1
- HOMO-LUMO gap (eV) = 5.7
- M (g mol⁻¹) = 107.13

Element x y z (Å)
O -0.41566 2.89337 1.47990
O 1.88669 -2.38411 -1.37981
N -0.95957 0.96533 0.12743
N 0.21388 -1.88043 0.20320
C -1.99457 1.73226 -0.57276
C 1.10015 -2.87694 -0.27393
C 0.06695 1.95785 0.69171
H -2.48046 2.45448 0.09234
H 0.50047 -3.72200 -0.62597
H 2.64129 -2.95256 -1.55497
H -2.75030 1.07403 -1.00945
H 0.53399 2.33167 -0.26129
H -0.36994 -1.48850 -0.53024
H -1.45001 0.58529 0.93592
H 1.77094 -3.21771 0.51455
H 0.83507 1.26842 1.14083
H 0.70867 -1.11281 0.63603
H -1.52571 2.31585 -1.36998

[2]
Computed, not measured: a 2-piece molecular cluster, C5H11NO3 overall, with wB97M-V/def2-TZVPD.

Output
- strongest force on any atom (eV/Å) = 3.4
- energy above the lowest of the compared OMol25 structures with the same formula, charge and spin (kcal/mol) = 40.8
- LUMO (eV) = 0.32
- HOMO-LUMO gap (eV) = 10.0
- SMILES = CCC(=O)NCC=O.O
- M (g mol⁻¹) = 133.15

Element x y z (Å)
O 1.32478 1.44924 2.80179
O -0.58492 0.67805 -2.63400
O 2.27836 -0.52572 -0.21766
N 0.04428 1.06510 -0.50586
C -1.02559 -1.83706 -0.30131
C 1.03039 1.64921 1.64986
C -1.78923 -0.54912 -0.88411
C -0.72923 0.43228 -1.45459
C -0.09729 0.98541 0.94445
H -2.43094 -0.89318 -1.68123
H -1.07370 1.44301 1.11821
H -0.90810 -2.52671 -1.14912
H 0.85958 1.44921 -1.00106
H 1.58205 2.40885 1.09918
H -0.03680 -1.66404 0.17145
H -0.01814 -0.08688 1.31650
H -1.72092 -2.35662 0.32090
H 2.90099 -1.21233 0.05495
H -2.17100 -0.11578 0.01249
H 2.56542 0.20710 0.33914

[3]
Computed, not measured: one molecule with the formula C6H12, with wB97M-V/def2-TZVPD.

Output
- strongest force on any atom (eV/Å) = 0.2
- energy above the lowest of the compared OMol25 structures with the same formula, charge and spin (kcal/mol) = 19.6
- LUMO (eV) = 1.02
- HOMO-LUMO gap (eV) = 11.5
- SMILES = CC1(C)CCC1
- M (g mol⁻¹) = 84.16

Element x y z (Å)
C -0.60026 1.20401 -1.26053
C 0.96305 -0.14900 1.53686
C -0.99873 0.86144 0.19103
C -0.32385 -1.62321 -0.00537
C 0.70886 0.40218 -1.07103
C 0.14086 -0.19217 0.25353
H -0.48651 2.26693 -1.49318
H 1.59798 1.02983 -0.95495
H 0.91527 -0.34604 -1.84503
H -0.81384 1.70109 0.87151
H -2.01569 0.49352 0.36489
H 1.28272 0.86789 1.79086
H -1.03836 -1.66973 -0.83573
H -1.27151 0.76438 -2.00468
H 0.54376 -2.23919 -0.27551
H -0.79386 -2.06743 0.87978
H 1.85144 -0.79083 1.49362
H 0.33868 -0.51368 2.36391

[4]
Computed, not measured: CH3OPS as an isolated structure, with wB97M-V/def2-TZVPD.

Output
- strongest force on any atom (eV/Å) = 2.9
- energy above the lowest of the compared OMol25 structures with the same formula, charge and spin (kcal/mol) = 70.3
- LUMO (alpha / beta) (eV) = -1.28 / -1.51
- HOMO-LUMO gap (alpha / beta) (eV) = 7.0 / 6.6
- M (g mol⁻¹) = 94.07

Element x y z (Å)
S 1.20289 -1.70821 0.01356
P 3.28679 0.95203 -0.08160
O 3.07168 -0.46600 0.06086
C 0.17568 -0.28024 0.06653
H 0.97597 0.53062 0.37688
H -0.34540 -0.12547 -0.90644
H -0.69838 -0.39850 0.68720

[5]
Computed, not measured: one molecule with the formula C3H4S, with wB97M-V/def2-TZVPD.

Output
- strongest force on any atom (eV/Å) = 3.6
- energy above the lowest of the compared OMol25 structures with the same formula, charge and spin (kcal/mol) = 22.8
- LUMO (eV) = 0.86
- HOMO-LUMO gap (eV) = 9.5
- SMILES = CC#CS
- M (g mol⁻¹) = 72.13

Element x y z (Å)
S -2.79735 -0.46068 -0.02295
C 1.57604 0.00149 -0.00681
C -1.09524 -0.23440 0.06653
C 0.11215 -0.12255 -0.09120
H 1.63430 1.03009 0.11193
H 1.89176 -0.41457 -0.92924
H 1.78589 -0.57474 0.82069
H -3.10756 0.77535 0.05105

[6]
Computed, not measured: one molecule with the formula C2H6N2, with wB97M-V/def2-TZVPD.

Output
- strongest force on any atom (eV/Å) = 1.6
- energy above the lowest of the compared OMol25 structures with the same formula, charge and spin (kcal/mol) = 32.4
- LUMO (eV) = 1.30
- HOMO-LUMO gap (eV) = 8.5
- SMILES = N/C=C/N
- M (g mol⁻¹) = 58.08

Element x y z (Å)
N 1.05764 -1.59577 -0.08569
N -0.90078 1.57539 0.25702
C 0.18434 -0.57408 0.31869
C -0.02155 0.61103 -0.25138
H 0.65810 0.97424 -1.02621
H 0.59917 -2.49581 -0.09416
H -1.40797 2.13625 -0.40026
H -1.11797 1.72851 1.22815
H -0.58077 -0.89490 1.02151
H 1.52978 -1.46487 -0.96766